Below is C22H29N5O3 in the gas phase in a non-equilibrium geometry, with properties calculated with ωB97M-V/def2-TZVPD.

The LUMO energy comes out at 0.615 eV. The value obtained for the HOMO energy is -8.416 eV. The SMILES is C[C@@H]1CN(Cc2nc3c(c(=O)[nH]c(=O)n3C)n2CCCc2ccccc2)C[C@H](C)O1. The value obtained for the gap between HOMO and LUMO is 9.03 eV. As for the energy above the lowest of the compared OMol25 structures with the same formula, charge and spin: 16.11 kcal per mole.

Each line ends with the natural charge from an NBO analysis.
Cartesian coordinates (Å):
C -2.180 -2.195 2.934  -0.6153
C -2.177 -1.864 1.449  0.0928
C -0.860 -2.273 0.781  -0.2567
N -0.926 -1.992 -0.645  -0.4420
C -2.044 -2.711 -1.232  -0.2481
H -2.104 -2.466 -2.295  0.2013
C -3.340 -2.281 -0.535  0.1092
C -4.549 -3.023 -1.085  -0.6198
H -5.441 -2.708 -0.553  0.2230
H -4.669 -2.814 -2.145  0.2090
H -4.422 -4.092 -0.941  0.2131
O -3.262 -2.543 0.850  -0.5341
H -3.460 -1.194 -0.682  0.1638
H -1.925 -3.804 -1.126  0.1711
C 0.332 -2.303 -1.312  -0.2564
C 1.417 -1.383 -0.876  0.4031
N 2.480 -1.782 -0.196  -0.4995
C 3.219 -0.670 -0.007  0.3553
C 2.594 0.430 -0.582  -0.1018
N 1.438 -0.059 -1.145  -0.2977
C 0.442 0.748 -1.800  -0.2063
C -0.627 1.204 -0.808  -0.4088
H -1.121 0.321 -0.400  0.2348
H -0.146 1.745 0.009  0.2087
C -1.663 2.114 -1.474  -0.4194
C -2.726 2.482 -0.477  -0.0294
C -3.930 1.793 -0.432  -0.2163
C -4.883 2.096 0.525  -0.2047
C -4.642 3.097 1.449  -0.2218
C -3.446 3.795 1.409  -0.2205
C -2.495 3.487 0.453  -0.1616
H -1.563 4.034 0.424  0.2027
H -3.255 4.582 2.124  0.2124
H -5.384 3.336 2.196  0.2132
H -5.814 1.550 0.548  0.2126
H -4.127 1.016 -1.158  0.2039
H -1.167 3.013 -1.844  0.2159
H -2.111 1.592 -2.323  0.2036
H -0.016 0.164 -2.602  0.2012
H 0.951 1.618 -2.223  0.2410
C 3.172 1.739 -0.544  0.6577
O 2.745 2.773 -1.013  -0.6143
N 4.384 1.699 0.145  -0.6359
C 5.044 0.635 0.736  0.7911
O 6.107 0.787 1.295  -0.6279
N 4.413 -0.585 0.643  -0.4156
C 5.015 -1.767 1.219  -0.4126
H 5.183 -2.510 0.440  0.2108
H 4.349 -2.190 1.971  0.2095
H 5.959 -1.472 1.672  0.2479
H 4.873 2.584 0.224  0.4315
H 0.175 -2.192 -2.391  0.2134
H 0.668 -3.332 -1.110  0.2056
H -0.034 -1.706 1.212  0.2143
H -0.683 -3.347 0.966  0.1753
H -2.319 -0.777 1.307  0.1713
H -2.043 -3.264 3.073  0.2115
H -3.133 -1.909 3.368  0.2233
H -1.380 -1.660 3.438  0.2120

Forces on the atoms, in the same order (eV/Å):
-0.1 0.1 -0.5
0.5 0.1 0.3
-0.3 0.2 0.1
0.1 -0.2 -0.1
-0.3 0.2 0.2
0.0 0.0 0.0
-0.1 -0.2 -0.5
0.3 0.2 0.3
-0.1 0.0 0.0
0.0 0.0 -0.1
0.0 -0.1 0.0
-0.1 -0.2 0.0
0.0 -0.1 0.0
0.0 0.0 0.0
-0.3 0.0 0.0
0.1 0.2 -0.1
0.4 -0.3 0.3
-0.9 0.8 -0.7
0.5 -0.6 0.4
0.4 -0.4 0.1
-0.6 0.4 0.0
0.0 0.1 -0.3
0.1 0.1 0.0
0.0 0.0 0.0
0.2 -0.1 0.3
0.0 0.0 -0.2
0.0 0.0 0.0
-0.1 0.0 0.1
-0.1 0.0 0.1
0.0 0.0 0.1
0.0 0.0 0.0
0.1 0.1 0.0
0.0 0.1 0.1
-0.1 0.0 0.1
-0.1 0.0 0.0
0.0 -0.1 -0.1
0.0 0.0 -0.1
0.0 0.0 -0.1
0.1 0.0 0.0
-0.1 -0.2 0.0
0.0 -0.2 0.0
-0.1 0.2 -0.1
0.1 0.4 0.0
0.0 -0.1 0.0
0.3 0.1 0.1
0.1 0.0 0.1
0.2 -0.2 0.1
0.0 0.0 0.0
0.0 0.0 0.0
-0.1 -0.1 0.0
-0.1 -0.2 0.0
0.0 -0.1 0.0
0.0 0.1 -0.1
0.0 0.0 0.1
0.0 0.0 0.0
0.0 -0.2 0.0
0.0 -0.1 0.0
-0.1 0.0 0.1
0.1 0.1 0.1